C26H40BeBrCsF9NaO15 as an isolated structure in a non-equilibrium geometry. Source: the OMol25 dataset; level of theory: the ωB97M-V functional and the def2-TZVPD basis.

For the HOMO energy, the calculation gives -6.20 eV. The value obtained for the LUMO energy is -0.17764 Eh. The orbital gap comes out at 1.4 eV. The total energy is -5812.78063 a.u.

The geometry in ORCA input format:
```
! RIJCOSX wB97M-V def2-TZVPD def2/J DEFGRID3
* xyz 0 1
C 2.13264 -4.23050 0.31772
C 1.22182 -5.45148 0.65470
O 0.02619 -5.52910 -0.11246
C -0.52426 -4.24484 -0.37189
C -2.01089 -4.40272 -0.77210
O -2.74461 -3.17060 -0.70127
C -1.94962 -2.11430 -1.07257
C -1.49833 -1.10151 -0.32672
C -1.76446 -0.83897 1.14262
C -1.26678 0.59959 1.56617
C 0.13542 0.46124 2.24095
C 1.17357 1.54492 1.73931
C 2.59293 0.92693 1.52377
C 3.21163 1.19389 0.10894
C 4.04226 -0.04619 -0.37217
O 3.75124 -0.48800 -1.69705
C 3.90072 0.54164 -2.66225
C -0.62904 -0.33580 -1.34045
O 0.28409 0.32005 -1.09019
O -1.14838 -0.62332 -2.61762
C -1.39025 -2.00496 -2.51319
O -1.16578 -2.81700 -3.29889
H 3.21723 -4.52477 0.48733
H 2.07530 -3.88592 -0.72703
H 1.95581 -3.36070 0.97713
H 1.00735 -5.48520 1.74438
H 1.80057 -6.36946 0.41973
H -0.45043 -3.57705 0.50660
H 0.00635 -3.84767 -1.25686
H -2.07626 -4.81737 -1.82625
H -2.53733 -5.13249 -0.08464
H -2.84135 -0.90166 1.38588
H -1.25540 -1.57893 1.78705
H -1.19216 1.21235 0.65393
H -2.04241 1.02342 2.21866
H 0.01909 0.52195 3.33924
H 0.51439 -0.56124 2.02666
H 0.78835 2.12736 0.88521
H 1.27277 2.27746 2.58755
H 3.29899 1.34829 2.26347
H 2.53710 -0.15496 1.76282
H 2.46026 1.54390 -0.61487
H 3.92135 2.03442 0.24579
H 5.12414 0.15737 -0.21953
H 3.82068 -0.90356 0.29414
H 4.39872 0.18986 -3.58664
H 4.45054 1.42503 -2.29195
H 2.87975 0.86245 -2.96889
F -0.94502 -5.70043 -3.20916
Be -0.43830 0.59129 -4.55327
Br 0.48202 -6.21579 -4.67561
Cs 5.14222 -5.23893 0.55310
C 2.32679 -2.17853 -5.65796
C 1.56155 -2.32137 -6.94673
O 2.59845 -2.53840 -7.90443
C 3.67239 -3.04244 -7.23995
O 4.63933 -3.48726 -7.76454
O 3.49110 -2.97146 -5.89332
H 1.77164 -2.54985 -4.79794
H 2.63340 -1.14815 -5.46443
H 0.89501 -3.18755 -6.94481
H 0.98411 -1.43218 -7.19207
C 0.71477 3.61822 5.37173
O 0.97458 4.38424 6.33574
O -0.18629 4.19300 4.47235
O 1.11942 2.48066 5.11090
H -0.27239 5.02081 4.97092
Na -3.60846 -6.53014 -1.25750
C -4.04383 3.72706 -1.65214
C -4.58158 5.16360 -1.54295
C -3.85377 6.08594 -0.56583
F -3.90080 5.62096 0.69854
F -4.44601 7.30552 -0.56350
F -5.90557 5.11936 -1.27187
F -4.46575 5.71892 -2.78334
O -4.70500 2.72660 -0.88574
C -4.33886 2.57988 0.44533
C -5.46417 2.95072 1.41256
F -5.89573 4.21026 1.20912
F -5.02296 2.87303 2.68716
F -3.20573 3.25958 0.68366
F -4.03791 1.26650 0.61249
H -4.21780 3.42422 -2.68494
H -2.96132 3.68316 -1.52426
H -2.80710 6.21570 -0.85493
H -6.31336 2.27286 1.29112
O 7.88817 -1.43460 0.92464
H 8.41346 -0.63556 0.85164
C -0.60164 2.85249 9.61011
O -0.63561 4.00754 8.79491
H -1.08849 3.08192 10.55847
H -1.13567 2.02910 9.12347
H 0.43462 2.55616 9.80168
H -0.19743 3.78148 7.95724
*
```